# C4H8O6

A 2-piece molecular cluster, C4H8O6 overall (wB97M-V/def2-TZVPD, the OMol25 dataset).

Geometry as XYZ:
```
18
C4H8O6 (wB97M-V/def2-TZVPD)
C 1.796 -1.325 1.039
C 1.059 -0.014 0.852
O 1.551 1.092 0.840
C -0.404 -0.236 0.516
C -1.454 0.767 0.928
O -2.661 0.330 0.363
O -0.321 -0.043 -0.877
O 0.979 -0.600 -1.294
H 1.102 -2.173 1.095
H 2.464 -1.443 0.186
H 2.394 -1.280 1.953
H -0.759 -1.248 0.726
H -1.512 0.770 2.030
H -1.153 1.753 0.537
H -3.359 0.927 0.671
H 1.132 -0.116 -2.123
O 0.053 1.135 -3.990
O -0.904 1.703 -3.452
```

Properties
energy relative to the best compared isomer or geometry (same formula, charge and spin): 659.82 kJ/mol
2S+1: 1
largest force on an atom: 0.057 hartree/bohr
highest occupied orbital energy (spin up / spin down): -9.49 / -9.49 eV
frontier orbital gap (spin up / spin down): 8.0 / 8.0 eV